# 1
The following is a DFT calculation (wB97M-V/def2-TZVPD) of a molecular structure, C6H12CoS3SbSe4.

Calculated values
Spin multiplicity = 2
DFT total energy = -12659.27887 Eh
F_max = 0.33 eV/Å
Net charge = -1
Highest occupied orbital energy (spin up / spin down) = -3.61 / -3.63 eV
Gap between HOMO and LUMO (spin up / spin down) = 5.36 / 5.38 eV

Last column: natural (NBO) charge in e.
CARTESIAN COORDINATES (ANGSTROEM)
Co 0.269 0.426 -0.078  0.41
C -0.536 -1.394 2.488  -0.55
C -1.464 -1.843 1.371  -0.56
S -0.787 -1.713 -0.303  0.34
C 0.640 -2.845 -0.230  -0.56
C 1.908 -2.201 -0.791  -0.55
S 2.329 -0.580 -0.087  0.34
C 2.615 -1.038 1.658  -0.56
C 1.925 -0.061 2.597  -0.55
S 0.182 0.262 2.186  0.35
H 0.283 -2.101 2.623  0.20
H -1.086 -1.345 3.428  0.23
H -2.340 -1.194 1.314  0.26
H -1.812 -2.860 1.566  0.22
H 0.407 -3.730 -0.823  0.23
H 0.783 -3.181 0.798  0.20
H 1.778 -1.979 -1.852  0.27
H 2.764 -2.868 -0.679  0.22
H 3.688 -1.046 1.851  0.23
H 2.249 -2.053 1.812  0.21
H 2.394 0.922 2.533  0.24
H 1.999 -0.394 3.634  0.22
Se -3.429 0.430 -3.222  -0.79
Sb -1.673 1.921 -2.543  1.10
Se 0.565 0.680 -2.433  -0.71
Se -1.507 1.945 -0.020  -0.69
Se -1.422 4.094 -3.512  -0.76

=====

# 2
The following is a DFT calculation (wB97M-V/def2-TZVPD) of a molecular structure, C6H12F4Li2N2O14S4 in a non-equilibrium geometry.

Calculated values
Spin multiplicity = 1
DFT total energy = -3406.12698 Eh
F_max = 3.51 eV/Å
Highest occupied orbital energy = -11.30 eV
Gap between HOMO and LUMO = 10.90 eV
Relative energy (zero: lowest compared OMol25 entry of this formula, charge and spin) = 0.0 kcal per mole

Last column: natural (NBO) charge in e.
CARTESIAN COORDINATES (ANGSTROEM)
Li -0.811 2.255 2.171  0.95
Li -0.391 0.627 0.273  0.87
N 0.893 1.754 1.239  -1.36
S 2.032 0.913 2.167  2.48
O 2.531 1.592 3.291  -0.86
O 2.795 0.023 1.408  -0.88
F 0.897 -0.023 2.780  -0.51
S 1.864 2.863 0.572  2.50
O 2.838 2.312 -0.287  -0.90
O 2.211 3.893 1.471  -0.90
F 0.813 3.551 -0.394  -0.50
N -2.053 0.904 1.390  -1.37
S -3.287 1.631 0.555  2.49
O -3.718 2.829 1.164  -0.90
O -4.192 0.737 -0.042  -0.87
F -2.349 2.093 -0.627  -0.50
S -2.861 -0.145 2.343  2.49
O -3.107 -1.383 1.706  -0.89
O -3.786 0.459 3.230  -0.88
F -1.585 -0.465 3.272  -0.51
C 2.190 -0.345 -2.267  -0.27
O 1.809 0.852 -2.979  -0.47
C 0.701 1.420 -2.571  1.03
O 0.047 1.084 -1.594  -0.75
O 0.362 2.382 -3.404  -0.48
C -0.886 3.032 -3.194  -0.26
H 3.077 -0.704 -2.783  0.20
H 1.384 -1.064 -2.307  0.21
H 2.504 -0.081 -1.259  0.22
H -1.693 2.299 -3.172  0.19
H -1.028 3.755 -3.986  0.21
H -0.892 3.526 -2.223  0.19
C 0.832 -4.586 -1.333  -0.25
O 0.903 -3.172 -1.126  -0.50
C 0.470 -2.655 0.017  1.02
O 0.246 -1.476 0.136  -0.68
O 0.381 -3.558 0.978  -0.51
C -0.283 -3.136 2.181  -0.27
H 1.598 -5.095 -0.758  0.20
H 0.995 -4.760 -2.395  0.20
H -0.175 -4.947 -1.131  0.19
H 0.299 -2.360 2.670  0.20
H -0.274 -4.012 2.826  0.20
H -1.303 -2.819 1.992  0.22

=====

# 3
The following is a DFT calculation (wB97M-V/def2-TZVPD) of a molecular structure, C6H12F8N2O12S4Zr in a non-equilibrium geometry.

Calculated values
Spin multiplicity = 1
DFT total energy = -3686.22028 Eh
F_max = 8.40 eV/Å
Net charge = +2
Highest occupied orbital energy = -17.90 eV
Gap between HOMO and LUMO = 8.67 eV
Relative energy (zero: lowest compared OMol25 entry of this formula, charge and spin) = 0.0 kcal per mole

Last column: natural (NBO) charge in e.
CARTESIAN COORDINATES (ANGSTROEM)
Zr -0.563 -0.274 0.057  2.63
C 2.595 1.211 2.587  0.80
F 3.032 2.115 3.440  -0.26
F 3.562 0.449 2.142  -0.28
F 1.673 0.488 3.200  -0.31
S 1.899 2.187 1.085  2.09
O 2.010 3.581 1.381  -0.79
O 2.761 1.778 -0.016  -0.90
N 0.241 1.499 0.827  -1.32
S -0.720 2.886 0.808  2.11
O -0.273 3.959 -0.035  -0.81
O -1.990 2.250 0.463  -0.94
C -0.846 3.495 2.689  0.85
F -0.286 2.635 3.516  -0.29
F -0.281 4.660 2.744  -0.25
F -2.126 3.588 2.917  -0.27
N -0.867 -2.212 -0.601  -1.29
S -0.889 -3.794 -0.117  2.38
O 0.306 -4.562 -0.243  -0.80
O -2.159 -4.443 -0.156  -0.77
F -0.900 -3.373 1.452  -0.51
S -0.893 -2.821 -2.234  2.37
O -2.156 -3.323 -2.673  -0.78
O 0.306 -3.367 -2.757  -0.78
F -0.919 -1.372 -2.895  -0.50
C -1.933 1.307 -2.477  -0.09
C -3.067 0.414 -1.990  -0.10
O -2.757 -0.055 -0.664  -0.77
O -0.680 0.892 -1.802  -0.79
H -2.051 2.329 -2.121  0.24
H -1.890 1.299 -3.564  0.25
H -3.270 -0.447 -2.627  0.23
H -3.987 0.996 -1.908  0.25
H -3.508 -0.612 -0.399  0.55
H 0.012 1.315 -2.334  0.55
C 2.127 -2.026 0.853  -0.11
C 2.512 -1.232 -0.408  -0.12
O 1.396 -0.419 -0.897  -0.77
O 0.928 -1.418 1.452  -0.79
H 2.928 -2.022 1.592  0.24
H 1.853 -3.073 0.727  0.24
H 2.761 -1.929 -1.216  0.24
H 3.477 -0.723 -0.409  0.26
H 1.706 -0.083 -1.751  0.56
H 0.927 -1.754 2.361  0.56

=====

# 4
The following is a DFT calculation (wB97M-V/def2-TZVPD) of a gas-phase ion, C6H12FN2O2S (charge +1) in a non-equilibrium geometry.

Calculated values
Spin multiplicity = 1
DFT total energy = -993.45689 Eh
F_max = 7.17 eV/Å
Net charge = +1
SMILES = CC[N@@+]1(S(=O)(=O)F)C=CN(C)C1
Highest occupied orbital energy (spin up / spin down) = -12.60 / -12.60 eV
Gap between HOMO and LUMO (spin up / spin down) = 7.81 / 7.81 eV
Relative energy (zero: lowest compared OMol25 entry of this formula, charge and spin) = 91.2 kcal per mole

Last column: natural (NBO) charge in e.
CARTESIAN COORDINATES (ANGSTROEM)
C -1.079 -0.946 -1.084  0.11
C -0.664 0.321 -1.195  -0.23
C 0.030 -0.525 0.778  -0.06
C 2.301 0.625 -1.001  -0.64
C -1.172 -2.690 0.592  -0.43
C 1.282 1.401 -0.120  -0.25
N -0.823 -1.450 0.106  -0.39
N -0.014 0.690 0.034  -0.36
O -1.390 3.346 0.080  -0.72
O -0.352 2.082 2.117  -0.81
F -2.304 0.973 0.842  -0.44
S -1.080 2.048 0.902  2.31
H -1.562 -1.598 -1.777  0.25
H -0.642 1.010 -2.023  0.27
H -0.121 -0.392 1.827  0.26
H 1.058 -0.911 0.624  0.23
H 2.630 -0.194 -0.271  0.22
H 1.885 0.348 -2.023  0.25
H 3.170 1.198 -1.221  0.26
H -2.036 -2.585 1.441  0.22
H -1.566 -3.443 -0.251  0.25
H -0.383 -3.291 1.025  0.23
H 1.041 2.404 -0.333  0.24
H 1.791 1.579 0.932  0.25

=====

# 5
The following is a DFT calculation (wB97M-V/def2-TZVPD) of a gas-phase ion, C6H12IN2S (charge +1) in a non-equilibrium geometry.

Calculated values
Spin multiplicity = 1
DFT total energy = -1040.82110 Eh
F_max = 4.13 eV/Å
Net charge = +1
SMILES = CC1=S(=[NH2+])=C(I)N(C)[C@H]1C
Highest occupied orbital energy (spin up / spin down) = -11.56 / -11.56 eV
Gap between HOMO and LUMO (spin up / spin down) = 6.95 / 6.95 eV
Relative energy (zero: lowest compared OMol25 entry of this formula, charge and spin) = 60.8 kcal per mole

Last column: natural (NBO) charge in e.
CARTESIAN COORDINATES (ANGSTROEM)
C -0.519 1.032 0.522  -0.40
C 1.585 0.050 0.026  -0.01
C -1.595 2.017 0.678  -0.66
C -1.195 -1.348 1.251  -0.62
C 0.937 -2.188 -0.808  -0.43
C -0.648 -0.423 0.175  -0.08
N 1.549 1.966 -1.337  -1.11
N 0.669 -0.883 -0.258  -0.35
S 1.032 1.614 0.289  1.07
I 3.717 -0.285 0.019  0.35
H -2.493 1.711 0.115  0.23
H -2.066 1.906 1.616  0.24
H -1.293 3.051 0.503  0.25
H -2.316 -1.197 1.509  0.25
H -1.396 -2.284 0.867  0.24
H -0.641 -1.194 2.143  0.24
H 1.685 -2.126 -1.624  0.24
H 0.010 -2.610 -1.158  0.24
H 1.398 -2.880 -0.163  0.24
H -1.410 -0.439 -0.689  0.24
H 0.849 1.690 -2.078  0.40
H 2.142 2.819 -1.598  0.43

=====

# 6
The following is a DFT calculation (wB97M-V/def2-TZVPD) of a molecular structure, C6H12InO6 in a non-equilibrium geometry.

Calculated values
Spin multiplicity = 1
DFT total energy = -875.95674 Eh
F_max = 3.77 eV/Å
Net charge = +3
Highest occupied orbital energy = -20.41 eV
Gap between HOMO and LUMO = 2.25 eV
Relative energy (zero: lowest compared OMol25 entry of this formula, charge and spin) = 22.1 kcal per mole

Last column: natural (NBO) charge in e.
CARTESIAN COORDINATES (ANGSTROEM)
In 8.151 -5.574 -43.721  1.00
C 1.995 -5.097 -44.743  -0.28
O 1.843 -5.167 -43.319  -0.28
C 2.889 -4.804 -42.601  0.96
O 4.098 -4.722 -42.911  -0.50
O 2.387 -4.665 -41.340  -0.25
C 3.293 -4.405 -40.286  -0.27
H 2.122 -4.052 -45.025  0.28
H 1.085 -5.574 -45.107  0.26
H 2.892 -5.574 -45.138  0.24
H 2.624 -4.191 -39.453  0.28
H 4.122 -3.707 -40.411  0.28
H 3.887 -5.285 -40.040  0.29
C 5.099 -10.067 -47.158  -0.28
O 4.646 -10.500 -45.901  -0.24
C 4.821 -9.769 -44.804  0.97
O 5.536 -8.762 -44.778  -0.48
O 4.077 -10.304 -43.865  -0.30
C 4.181 -9.703 -42.604  -0.27
H 4.670 -10.659 -47.967  0.28
H 6.183 -9.984 -47.228  0.30
H 4.819 -9.050 -47.433  0.27
H 3.475 -10.232 -41.964  0.26
H 3.887 -8.660 -42.725  0.21
H 5.182 -9.910 -42.226  0.26